Entry 1:
The following is a quantum chemistry calculation of a cluster of 13 separate species, C52H103NO24 in total in a non-equilibrium geometry, from OMol25.

For the molecular weight, the calculation gives 1126.38 g mol⁻¹. The calculation puts the lowest unoccupied orbital energy at 0.13 eV.

Last column: Mulliken charge in e.
Cartesian coordinates (Å):
O (5.1685, -1.1240, -0.4651)  -0.542
C (5.8477, -0.9253, -1.4638)  0.794
O (5.4734, -0.2118, -2.5322)  -0.386
C (4.2653, 0.4763, -2.6158)  -0.524
C (3.0540, -0.4348, -2.8599)  -0.247
C (7.2351, -1.5763, -1.5470)  -1.098
H (4.4189, 1.1806, -3.4335)  0.279
H (4.1462, 1.0846, -1.7192)  0.371
H (3.0223, -1.0274, -3.7742)  0.562
H (2.0795, 0.0485, -2.7898)  -0.248
H (3.0906, -1.2095, -2.0939)  0.173
H (7.7506, -1.3613, -2.4831)  0.308
H (7.3435, -2.6362, -1.3171)  0.314
H (7.8509, -1.1447, -0.7580)  0.305
O (4.0137, -4.0043, -5.5294)  -0.568
C (3.3568, -4.2239, -6.5542)  0.856
O (2.0037, -4.3777, -6.5859)  -0.408
C (1.2193, -4.3788, -5.3902)  -0.118
C (1.4227, -5.5757, -4.4840)  -0.617
C (3.9941, -4.3617, -7.9276)  -1.147
H (0.1732, -4.3156, -5.6897)  0.416
H (1.3441, -3.4957, -4.7635)  0.010
H (0.6626, -5.5577, -3.7030)  -0.196
H (2.4117, -5.5105, -4.0305)  0.436
H (1.3510, -6.5466, -4.9741)  0.403
H (4.1011, -3.4628, -8.5348)  0.287
H (3.3670, -5.0013, -8.5488)  0.319
H (5.0038, -4.7630, -7.8410)  0.329
O (-0.9771, 8.6242, -1.2801)  -0.623
C (-1.2977, 7.8365, -2.2099)  0.759
O (-1.9966, 6.7384, -2.1172)  -0.378
C (-2.5206, 6.3410, -0.8025)  -0.301
C (-1.4330, 5.6913, 0.1626)  -0.389
C (-0.7911, 8.1332, -3.6399)  -0.905
H (-3.2862, 5.5966, -1.0210)  0.199
H (-2.8997, 7.2104, -0.2653)  0.331
H (-1.3068, 4.6193, 0.0105)  -0.106
H (-1.9161, 5.6263, 1.1375)  0.189
H (-0.5272, 6.2972, 0.1876)  0.425
H (0.2157, 8.4937, -3.4286)  0.301
H (-1.3280, 8.9787, -4.0698)  0.277
H (-0.8548, 7.2302, -4.2472)  0.224
O (-1.9089, -0.1371, 2.2056)  0.315
C (-2.7492, -0.8857, 2.7422)  0.341
O (-3.6655, -0.5646, 3.6132)  -0.382
C (-3.9581, 0.7172, 4.0602)  0.290
C (-3.2512, 0.9891, 5.4062)  -1.073
C (-2.5896, -2.3837, 2.5357)  -0.600
H (-5.0427, 0.7998, 4.1312)  0.340
H (-3.8168, 1.4904, 3.3050)  -0.130
H (-3.8294, 1.7625, 5.9118)  0.355
H (-2.2427, 1.3642, 5.2318)  0.081
H (-3.1701, 0.1160, 6.0537)  0.394
H (-1.5394, -2.6755, 2.5431)  -0.339
H (-3.1161, -2.7002, 1.6353)  0.155
H (-2.9700, -2.9217, 3.4040)  0.458
O (2.8624, -8.0969, 0.5540)  -0.592
C (2.2238, -7.5331, -0.2953)  0.674
O (1.7646, -6.2855, -0.1823)  -0.127
C (1.9288, -5.5037, 0.9591)  0.106
C (0.8706, -5.7659, 1.9891)  -0.539
C (1.8856, -8.1931, -1.6522)  -0.733
H (1.8243, -4.4750, 0.6142)  -0.316
H (2.9442, -5.6086, 1.3413)  0.521
H (0.0310, -6.1944, 1.4416)  -0.116
H (0.5522, -4.8254, 2.4387)  0.082
H (1.1181, -6.4973, 2.7584)  0.417
H (1.8076, -7.4397, -2.4361)  -0.042
H (0.9308, -8.7179, -1.6826)  0.254
H (2.6694, -8.9142, -1.8837)  0.371
O (-5.2363, 4.3293, 0.2140)  -0.662
C (-4.6593, 3.5821, 1.0128)  0.101
O (-4.4879, 3.6654, 2.3483)  -0.143
C (-4.8001, 4.8773, 2.9695)  0.005
C (-4.2877, 4.8222, 4.3303)  -1.228
C (-3.9220, 2.3694, 0.4674)  0.351
H (-5.8395, 5.1999, 2.9086)  0.289
H (-4.2260, 5.6412, 2.4451)  0.152
H (-3.3219, 4.3530, 4.5177)  0.172
H (-4.9579, 4.3232, 5.0303)  0.320
H (-4.3017, 5.8194, 4.7700)  0.449
H (-2.8410, 2.4792, 0.5527)  -0.106
H (-4.2483, 2.1490, -0.5490)  0.465
H (-4.2215, 1.5286, 1.0932)  -0.191
O (-2.9734, -5.4707, 1.1747)  -0.486
C (-2.8288, -6.5060, 0.5275)  0.802
O (-2.1931, -6.6365, -0.6999)  -0.409
C (-1.6226, -5.4189, -1.3706)  1.148
C (-1.8549, -5.4952, -2.8554)  -1.521
C (-3.2718, -7.8084, 1.1416)  -1.227
H (-0.5443, -5.3406, -1.2319)  -0.200
H (-2.1361, -4.5319, -0.9996)  -0.091
H (-2.9124, -5.2955, -3.0281)  0.390
H (-1.5523, -6.4839, -3.2003)  0.440
H (-1.3968, -4.7717, -3.5297)  0.216
H (-3.1223, -8.6759, 0.4988)  0.310
H (-4.3468, -7.6288, 1.1266)  0.372
H (-2.8754, -7.8765, 2.1547)  0.302
O (0.5777, -2.2653, 0.3675)  -0.312
C (0.2245, -1.7320, -0.6822)  -0.634
O (0.1749, -0.4377, -0.9042)  0.646
C (0.7523, 0.4581, 0.0260)  0.645
C (0.3481, 1.8662, -0.3252)  -0.708
C (-0.1506, -2.5241, -1.9263)  0.718
H (1.8242, 0.3370, -0.1307)  0.436
H (0.4457, 0.1952, 1.0384)  -0.621
H (0.8279, 2.2050, -1.2434)  0.514
H (0.5450, 2.6058, 0.4509)  -0.100
H (-0.7318, 1.9538, -0.4453)  -0.214
H (0.4811, -3.3902, -2.1234)  0.385
H (-0.1243, -1.9141, -2.8293)  0.228
H (-1.1712, -2.8383, -1.7081)  -1.207
O (2.5948, 9.4927, 2.4506)  -0.520
C (3.0839, 8.8052, 1.6259)  0.672
O (3.0337, 7.4795, 1.5081)  -0.282
C (2.2064, 6.6722, 2.3320)  -0.290
C (2.7566, 5.2126, 2.2873)  -0.556
C (3.8481, 9.4225, 0.4432)  -0.957
H (1.1518, 6.7391, 2.0644)  0.248
H (2.3627, 7.0804, 3.3305)  0.358
H (3.8435, 5.1311, 2.2917)  0.406
H (2.2407, 4.7269, 1.4590)  0.076
H (2.3445, 4.6870, 3.1488)  0.000
H (3.2266, 9.2425, -0.4339)  0.228
H (4.8417, 9.0185, 0.2494)  0.295
H (3.8635, 10.5057, 0.5641)  0.323
O (-0.0837, 3.3895, 5.5693)  -0.656
C (0.3793, 2.7473, 4.6248)  0.084
O (1.4559, 1.9517, 4.7087)  0.009
C (2.1767, 1.7926, 5.8778)  0.034
C (2.8751, 3.1005, 6.2615)  -1.450
C (-0.3883, 2.6932, 3.3552)  1.670
H (2.9757, 1.0766, 5.6853)  0.150
H (1.5761, 1.5742, 6.7608)  0.333
H (3.3839, 3.0760, 7.2251)  0.404
H (2.1971, 3.9479, 6.3632)  0.363
H (3.6875, 3.4241, 5.6109)  0.314
H (-0.1913, 1.8254, 2.7257)  -0.719
H (-0.1699, 3.5686, 2.7436)  0.155
H (-1.4380, 2.5494, 3.6112)  -0.792
O (3.9981, -1.1680, 5.2275)  -0.622
C (3.5877, -2.3436, 5.1808)  0.845
O (2.6423, -2.7600, 4.3605)  -0.297
C (1.9576, -1.8613, 3.4110)  0.464
C (0.7153, -1.4155, 4.1193)  -0.516
C (3.9285, -3.4363, 6.1793)  -1.191
H (1.6728, -2.3665, 2.4881)  -0.444
H (2.5484, -0.9774, 3.1704)  0.390
H (1.0151, -1.1797, 5.1403)  0.508
H (-0.0156, -2.2147, 4.2424)  0.129
H (0.2251, -0.5497, 3.6740)  -0.158
H (4.3282, -4.2893, 5.6310)  0.306
H (3.0418, -3.7368, 6.7376)  0.304
H (4.5433, -2.9466, 6.9345)  0.368
O (-6.0185, -1.0859, -3.4336)  -0.590
C (-6.0913, -1.8997, -2.4949)  0.817
O (-5.4654, -1.8734, -1.3087)  -0.381
C (-4.5977, -0.7723, -0.9575)  -0.310
C (-3.1740, -1.1584, -1.2324)  0.265
C (-6.8265, -3.2156, -2.7264)  -1.031
H (-4.7540, -0.4786, 0.0804)  -0.177
H (-4.8642, 0.0930, -1.5644)  0.604
H (-2.6879, -1.7392, -0.4485)  -0.362
H (-2.5633, -0.2761, -1.4234)  -0.081
H (-3.1275, -1.7803, -2.1264)  0.378
H (-7.5124, -3.2897, -1.8825)  0.304
H (-6.2248, -4.1187, -2.8292)  0.197
H (-7.5129, -3.1669, -3.5718)  0.345
C (0.0979, 3.6521, -6.4033)  -1.265
C (0.5159, 2.2102, -6.3487)  -0.773
C (0.8703, 1.6061, -4.9604)  -0.137
C (-0.1782, 1.6615, -3.9310)  0.367
N (-1.0269, 1.7392, -3.1147)  -0.510
H (-0.8436, 3.7488, -5.8626)  0.345
H (0.0633, 4.1703, -7.3615)  0.401
H (0.7122, 4.3038, -5.7820)  0.321
H (1.4720, 2.1856, -6.8715)  0.357
H (-0.0737, 1.4555, -6.8691)  0.378
H (1.7185, 2.1395, -4.5312)  0.304
H (1.2115, 0.5834, -5.1206)  0.223

Atoms 1-6, force components in eV/Å:
0.29 0.87 -1.42
-0.45 -1.79 1.84
1.85 -0.94 -0.33
-1.37 0.63 -0.21
0.12 -0.74 0.57
0.55 0.98 -0.40

Entry 2:
The following is a quantum chemistry calculation of a cluster of 11 separate species, C52H105Br2N16O2 in total in a non-equilibrium geometry, from OMol25.

For the molecular weight, the calculation gives 1146.33 g mol⁻¹. The calculation puts the lowest unoccupied orbital energy at -10.81 eV. As for the charge: +7.

Last column: Mulliken charge in e.
Cartesian coordinates (Å):
C (-10.3593, -1.7322, -3.8655)  -1.114
C (-10.3090, -1.1316, -2.4211)  -0.437
N (-9.9915, -2.1334, -1.4473)  0.223
C (-10.6356, -3.3494, -1.1670)  -0.276
C (-10.0329, -3.8033, -0.0273)  -0.460
N (-9.0233, -2.9477, 0.3944)  0.153
C (-8.9375, -1.9517, -0.5633)  -0.201
C (-8.1167, -3.1597, 1.5336)  -0.812
H (-10.5499, -0.9093, -4.5543)  0.370
H (-11.1153, -2.4988, -4.0352)  0.365
H (-9.3491, -2.0857, -4.0720)  0.300
H (-11.2853, -0.6735, -2.2626)  0.324
H (-9.6650, -0.2541, -2.3625)  0.334
H (-11.4662, -3.6963, -1.7638)  0.462
H (-10.1914, -4.7510, 0.4658)  0.430
H (-8.3508, -1.0450, -0.5555)  0.347
H (-8.3312, -2.4051, 2.2903)  0.328
H (-7.0785, -3.0703, 1.2136)  0.335
H (-8.1931, -4.1471, 1.9888)  0.328
C (-6.3466, 0.9091, 9.6045)  -1.182
C (-4.9397, 1.2018, 9.1770)  -0.375
N (-4.0996, 1.2920, 10.3979)  0.159
C (-4.4825, 2.0468, 11.5194)  -0.245
C (-3.4731, 1.8773, 12.4477)  -0.549
N (-2.3990, 1.1781, 11.8512)  0.106
C (-2.7979, 0.7344, 10.6218)  -0.068
C (-1.1567, 0.9052, 12.4536)  -0.784
H (-6.8203, 1.6515, 10.2468)  0.337
H (-6.2970, -0.0235, 10.1664)  0.365
H (-7.0128, 0.5674, 8.8124)  0.358
H (-4.8295, 2.1578, 8.6651)  0.300
H (-4.5887, 0.5521, 8.3753)  0.393
H (-5.4560, 2.5050, 11.6129)  0.376
H (-3.2834, 2.1692, 13.4700)  0.462
H (-2.2628, 0.1252, 9.9085)  0.374
H (-0.8249, 1.8548, 12.8734)  0.348
H (-0.4676, 0.4540, 11.7396)  0.272
H (-1.2693, 0.2063, 13.2824)  0.352
C (13.4066, -3.8684, 6.8265)  -1.159
C (13.1358, -2.4706, 7.3562)  -0.197
N (11.9956, -1.8300, 6.7699)  0.136
C (10.8584, -1.4018, 7.4446)  -0.344
C (9.9569, -0.9654, 6.6065)  -0.528
N (10.5325, -0.9462, 5.2930)  0.178
C (11.7289, -1.5239, 5.4883)  -0.170
C (9.9060, -0.4567, 4.0668)  -0.822
H (12.5310, -4.3623, 6.4054)  0.351
H (13.7338, -4.5399, 7.6202)  0.358
H (14.1984, -3.9487, 6.0817)  0.353
H (14.0184, -1.8420, 7.2380)  0.308
H (12.9229, -2.5541, 8.4220)  0.252
H (10.8089, -1.4833, 8.5204)  0.421
H (8.9762, -0.5453, 6.7743)  0.474
H (12.4150, -1.7078, 4.6748)  0.394
H (10.3927, 0.4927, 3.8432)  0.365
H (8.8215, -0.3476, 4.0770)  0.287
H (10.1486, -1.0733, 3.2013)  0.344
C (-1.9262, 10.0350, -6.4487)  -0.992
C (-2.5494, 10.2949, -5.0833)  -0.547
N (-3.6301, 9.3157, -4.8716)  0.159
C (-4.9691, 9.4998, -5.1640)  -0.375
C (-5.7175, 8.4061, -4.6445)  -0.346
N (-4.7617, 7.5029, -4.1671)  0.159
C (-3.4912, 8.0799, -4.3132)  -0.131
C (-5.1246, 6.2315, -3.5530)  -0.903
H (-1.0691, 10.6850, -6.6248)  0.352
H (-2.6069, 10.2171, -7.2803)  0.329
H (-1.6006, 8.9948, -6.4460)  0.327
H (-3.0556, 11.2550, -4.9831)  0.329
H (-1.8081, 10.1179, -4.3040)  0.356
H (-5.2992, 10.3944, -5.6711)  0.421
H (-6.7672, 8.1525, -4.6584)  0.447
H (-2.5848, 7.5524, -4.0554)  0.380
H (-5.1999, 5.4764, -4.3353)  0.330
H (-6.0443, 6.3455, -2.9791)  0.351
H (-4.4499, 5.8106, -2.8075)  0.350
C (0.5189, -3.2629, -8.1372)  -1.069
C (-0.1260, -4.6706, -8.1617)  -0.430
N (-1.0670, -4.8248, -9.2894)  0.196
C (-0.7664, -4.8135, -10.6419)  -0.338
C (-1.9106, -4.9760, -11.3686)  -0.302
N (-2.9521, -5.0765, -10.4547)  0.108
C (-2.4123, -4.9593, -9.2048)  -0.179
C (-4.3839, -5.1794, -10.6305)  -0.852
H (-0.1799, -2.4270, -8.1076)  0.335
H (1.2193, -3.1666, -8.9668)  0.360
H (1.1890, -3.2882, -7.2778)  0.347
H (-0.6773, -4.8851, -7.2462)  0.298
H (0.7235, -5.3467, -8.2591)  0.307
H (0.2069, -4.6947, -11.0945)  0.391
H (-1.9866, -5.0911, -12.4397)  0.457
H (-2.9581, -4.9850, -8.2732)  0.341
H (-4.6230, -4.7286, -11.5936)  0.356
H (-4.9836, -4.6246, -9.9089)  0.348
H (-4.7021, -6.2141, -10.5034)  0.326
C (5.1070, -3.7821, 9.5565)  -1.212
C (4.1385, -4.3188, 8.5034)  -0.232
N (4.9057, -4.4953, 7.2326)  0.168
C (6.1395, -5.0312, 7.0362)  -0.231
C (6.3862, -5.0554, 5.6700)  -0.461
N (5.2464, -4.5619, 5.0513)  0.162
C (4.2923, -4.2668, 5.9970)  -0.229
C (5.0412, -4.3180, 3.6454)  -0.871
H (5.8807, -4.5288, 9.7350)  0.330
H (4.7235, -3.5215, 10.5430)  0.373
H (5.5845, -2.8739, 9.1888)  0.340
H (3.2898, -3.6398, 8.4203)  0.347
H (3.7476, -5.2839, 8.8255)  0.280
H (6.7440, -5.2200, 7.9110)  0.370
H (7.2567, -5.3072, 5.0826)  0.456
H (3.2632, -3.9601, 5.8814)  0.406
H (5.6711, -4.9659, 3.0359)  0.351
H (5.2054, -3.2785, 3.3615)  0.299
H (4.0048, -4.5886, 3.4435)  0.352
C (-3.9330, -7.5429, -0.7280)  -1.017
C (-3.9379, -6.7184, -2.0280)  -0.592
N (-4.7244, -7.3489, -3.0498)  0.229
C (-4.2085, -8.2587, -3.9876)  -0.396
C (-5.1969, -8.5786, -4.8475)  -0.337
N (-6.3684, -7.9275, -4.4544)  0.116
C (-6.0763, -7.0935, -3.3017)  -0.308
C (-7.7070, -8.0695, -5.0449)  -0.733
H (-4.9752, -7.8024, -0.5425)  0.329
H (-3.5131, -6.9620, 0.0932)  0.370
H (-3.3619, -8.4541, -0.9060)  0.333
H (-2.8823, -6.5690, -2.2551)  0.309
H (-4.3532, -5.7170, -1.9143)  0.354
H (-3.1713, -8.5527, -3.9232)  0.485
H (-5.2337, -9.3032, -5.6475)  0.466
H (-6.6533, -6.3711, -2.7435)  0.444
H (-8.4725, -8.3484, -4.3208)  0.332
H (-7.6203, -8.8011, -5.8481)  0.284
H (-8.0083, -7.0816, -5.3932)  0.329
C (0.3928, 1.9505, -1.4680)  -0.935
N (0.5753, 0.8702, -0.3885)  -0.150
C (1.1166, -0.4029, -1.0894)  -0.935
C (1.6838, 1.3586, 0.5322)  -0.864
C (-0.8559, 0.5477, 0.2568)  -0.444
C (-0.9079, -0.1446, 1.6474)  -0.617
O (-0.2972, -1.3953, 1.6134)  -0.495
H (1.2603, 2.1891, -2.0834)  0.370
H (0.1314, 2.8913, -0.9835)  0.496
H (-0.3807, 1.6490, -2.1743)  0.384
H (1.9497, 0.0474, -1.6290)  0.427
H (0.2617, -0.6429, -1.7216)  0.395
H (1.3741, -1.1288, -0.3181)  0.342
H (1.1458, 2.0419, 1.1893)  0.406
H (2.5875, 1.7715, 0.0840)  0.356
H (1.9659, 0.4389, 1.0449)  0.380
H (-1.3625, -0.1391, -0.4213)  0.303
H (-1.3219, 1.5320, 0.3005)  0.410
H (-1.9556, -0.3434, 1.8734)  0.458
H (-0.6207, 0.5416, 2.4442)  0.357
H (-0.6699, -1.8319, 2.3829)  0.342
C (7.6208, 8.2812, -4.3485)  -0.849
N (6.3132, 8.7195, -5.0107)  -0.077
C (6.5778, 8.7633, -6.4794)  -0.980
C (5.2496, 7.6505, -4.7541)  -0.945
C (5.7890, 10.0675, -4.5404)  -0.477
C (6.6533, 11.2579, -4.9326)  -0.510
O (7.9440, 11.2556, -4.3060)  -0.488
H (8.4614, 8.9420, -4.5605)  0.362
H (7.9223, 7.2879, -4.6810)  0.372
H (7.4845, 8.2367, -3.2680)  0.383
H (7.5421, 9.2708, -6.5041)  0.479
H (5.8196, 9.3065, -7.0435)  0.331
H (6.7533, 7.7734, -6.9004)  0.365
H (4.2738, 7.8834, -5.1804)  0.379
H (5.2496, 7.5659, -3.6674)  0.440
H (5.5647, 6.6845, -5.1487)  0.365
H (5.6850, 9.9823, -3.4587)  0.416
H (4.7965, 10.1046, -4.9894)  0.355
H (6.1610, 12.1013, -4.4485)  0.431
H (6.6624, 11.4070, -6.0123)  0.323
H (8.2750, 12.1275, -4.0784)  0.322
Br (-2.5363, -4.8581, 6.8124)  -0.986
Br (1.2613, 8.4886, 0.3561)  -0.985

Atoms 1-6, force components in eV/Å:
0.88 0.97 0.74
-1.61 0.29 -2.43
2.35 -0.48 2.35
1.09 1.73 0.63
0.13 -0.58 0.05
-0.21 0.55 -2.68

| no. | Kohn-Sham gap (eV) |
| --- | --- |
| 1 | 10.1908 |
| 2 | 2.7990 |